{
  "formula": "C23H25N3O5S",
  "method": "ωB97M-V with the def2-TZVPD basis set",
  "species": ["C", "C", "N", "C", "O", "C", "C", "C", "O", "N", "C", "C", "C", "C", "C", "C", "C", "O", "C", "O", "C", "N", "C", "C", "C", "C", "O", "C", "C", "C", "C", "S", "H", "H", "H", "H", "H", "H", "H", "H", "H", "H", "H", "H", "H", "H", "H", "H", "H", "H", "H", "H", "H", "H", "H", "H", "H"],
  "positions_angstrom": [[-1.713, 2.744, 2.643], [-0.560, 2.144, 3.438], [-0.209, 0.835, 2.933], [-0.295, -0.275, 3.682], [-0.605, -0.289, 4.853], [0.073, -1.588, 2.977], [1.557, -1.890, 3.149], [2.389, -0.802, 2.508], [3.204, -0.142, 3.108], [2.161, -0.622, 1.167], [3.000, 0.341, 0.443], [2.219, 1.608, 0.222], [1.434, 1.759, -0.912], [0.645, 2.890, -1.112], [0.680, 3.857, -0.137], [1.468, 3.711, 1.007], [2.239, 2.595, 1.214], [1.308, 4.808, 1.810], [0.420, 5.664, 1.126], [0.010, 5.049, -0.078], [1.210, -1.286, 0.414], [1.451, -1.544, -0.793], [0.585, -2.043, -1.740], [1.082, -2.986, -2.645], [0.278, -3.479, -3.645], [-1.037, -3.028, -3.796], [-1.722, -3.570, -4.839], [-3.090, -3.265, -5.021], [-3.993, -3.998, -4.033], [-1.521, -2.064, -2.918], [-0.719, -1.582, -1.900], [-0.371, -1.637, 1.209], [-1.974, 3.718, 3.049], [-1.438, 2.862, 1.596], [-2.587, 2.099, 2.700], [0.317, 2.797, 3.388], [-0.840, 2.007, 4.484], [0.011, 0.770, 1.950], [-0.521, -2.379, 3.442], [1.803, -1.928, 4.211], [1.797, -2.853, 2.690], [3.293, -0.116, -0.502], [3.873, 0.527, 1.070], [1.433, 0.981, -1.660], [0.037, 3.006, -1.993], [2.837, 2.478, 2.103], [0.925, 6.617, 0.899], [-0.461, 5.862, 1.756], [2.096, -3.336, -2.532], [0.646, -4.218, -4.339], [-3.306, -3.600, -6.040], [-3.255, -2.182, -4.974], [-3.839, -5.070, -4.121], [-3.772, -3.702, -3.011], [-5.033, -3.771, -4.250], [-2.521, -1.670, -3.012], [-1.099, -0.816, -1.242]],
  "total_energy_ha": -1830.1252,
  "homo_ev": -7.97,
  "smiles": "CCNC(=O)[C@@H]1CC(=O)N(Cc2ccc3c(c2)OCO3)/C(=N/c2ccc(OCC)cc2)S1",
  "orbital_gap_ev": 8.4187
}

{
  "formula": "C23H25N3O7S",
  "method": "ωB97M-V with the def2-TZVPD basis set",
  "species": ["C", "C", "O", "C", "C", "C", "C", "N", "C", "C", "O", "N", "C", "C", "C", "C", "C", "C", "O", "C", "C", "O", "S", "O", "O", "C", "C", "C", "N", "O", "C", "C", "C", "C", "H", "H", "H", "H", "H", "H", "H", "H", "H", "H", "H", "H", "H", "H", "H", "H", "H", "H", "H", "H", "H", "H", "H", "H", "H"],
  "positions_angstrom": [[0.716, -6.890, -4.336], [0.959, -5.536, -3.687], [-0.109, -5.294, -2.789], [-0.119, -4.144, -2.072], [0.846, -3.143, -2.142], [0.727, -2.006, -1.363], [-0.338, -1.851, -0.486], [-0.394, -0.675, 0.296], [-1.685, -0.226, 0.767], [-1.676, 1.275, 1.087], [-2.261, 1.701, 2.060], [-1.061, 1.999, 0.132], [-0.770, 3.369, 0.128], [-1.295, 4.254, 1.064], [-0.996, 5.599, 0.978], [-0.172, 6.086, -0.029], [0.384, 5.192, -0.948], [0.072, 3.843, -0.870], [1.241, 5.602, -1.938], [1.752, 6.900, -1.726], [0.625, 7.847, -1.317], [0.066, 7.437, -0.090], [0.811, -0.507, 1.472], [2.016, -1.083, 0.961], [0.828, 0.870, 1.858], [0.247, -1.463, 2.842], [0.350, -2.872, 3.024], [0.939, -3.856, 2.088], [-0.154, -3.199, 4.182], [-0.584, -2.058, 4.785], [-0.345, -1.007, 3.996], [-0.702, 0.346, 4.461], [-1.303, -2.852, -0.413], [-1.198, -3.978, -1.202], [0.679, -7.665, -3.576], [-0.232, -6.881, -4.868], [1.516, -7.113, -5.036], [1.914, -5.541, -3.144], [0.992, -4.749, -4.453], [1.692, -3.232, -2.803], [1.479, -1.236, -1.416], [-2.422, -0.394, -0.025], [-2.017, -0.757, 1.669], [-0.551, 1.459, -0.556], [-1.931, 3.886, 1.850], [-1.400, 6.302, 1.688], [0.511, 3.176, -1.595], [2.211, 7.210, -2.666], [2.511, 6.878, -0.933], [0.995, 8.863, -1.166], [-0.147, 7.848, -2.099], [1.750, -3.385, 1.536], [1.300, -4.716, 2.644], [0.189, -4.193, 1.373], [-1.563, 0.731, 3.913], [-0.931, 0.319, 5.523], [0.123, 1.026, 4.259], [-2.140, -2.760, 0.263], [-1.943, -4.756, -1.155]],
  "total_energy_ha": -1980.5363,
  "homo_ev": -7.90,
  "smiles": "CCOc1ccc(N(CC(=O)Nc2ccc3c(c2)OCCO3)S(=O)(=O)c2c(C)noc2C)cc1",
  "orbital_gap_ev": 8.5090
}

{
  "formula": "C23H25N4STm",
  "method": "ωB97M-V with the def2-TZVPD basis set",
  "species": ["Tm", "N", "C", "S", "N", "N", "C", "C", "C", "C", "C", "C", "C", "C", "C", "C", "C", "C", "N", "H", "H", "H", "H", "H", "H", "H", "H", "H", "H", "H", "C", "C", "C", "C", "C", "C", "C", "C", "C", "C", "H", "H", "H", "H", "H", "H", "H", "H", "H", "H", "H", "H", "H", "H"],
  "positions_angstrom": [[-4.192, -1.546, 13.774], [-1.401, -0.019, 16.829], [-2.242, -0.833, 16.159], [-1.782, -1.297, 14.486], [-3.331, -1.174, 16.810], [-4.162, -1.919, 16.037], [-5.078, -2.697, 16.627], [-5.248, -2.799, 18.078], [-6.542, -2.904, 18.649], [-6.671, -3.082, 20.010], [-5.569, -3.258, 20.843], [-4.300, -3.198, 20.303], [-4.146, -2.935, 18.940], [-5.878, -3.525, 15.709], [-6.701, -4.582, 16.141], [-7.507, -5.271, 15.229], [-7.433, -4.878, 13.912], [-6.578, -3.865, 13.549], [-5.850, -3.148, 14.393], [-0.506, 0.223, 16.447], [-1.675, 0.251, 17.766], [-7.491, -2.724, 18.108], [-7.667, -3.138, 20.472], [-5.795, -3.334, 21.901], [-3.402, -3.268, 20.857], [-3.196, -2.739, 18.548], [-6.713, -4.890, 17.156], [-8.217, -6.034, 15.539], [-8.047, -5.414, 13.174], [-6.544, -3.561, 12.554], [-4.473, 2.233, 15.733], [-3.937, 2.309, 14.306], [-4.288, 3.635, 13.647], [-4.539, 1.263, 13.416], [-3.774, 0.817, 12.252], [-4.301, -0.152, 11.348], [-5.623, -0.605, 11.535], [-6.297, -1.396, 10.454], [-6.324, -0.269, 12.686], [-5.807, 0.667, 13.592], [-4.073, 3.113, 16.249], [-4.111, 1.372, 16.228], [-5.568, 2.368, 15.734], [-2.830, 2.156, 14.285], [-5.322, 3.893, 13.769], [-3.892, 3.721, 12.609], [-3.783, 4.446, 14.140], [-2.800, 1.237, 12.048], [-3.767, -0.487, 10.459], [-5.861, -2.379, 10.288], [-6.252, -0.856, 9.500], [-7.395, -1.572, 10.622], [-7.347, -0.645, 12.814], [-6.391, 0.939, 14.421]],
  "spin_multiplicity": 3,
  "total_energy_ha": -2593.3849,
  "total_charge": 2,
  "homo_ev": [-13.90, -13.91],
  "orbital_gap_ev": [6.6726, 6.7181]
}

{
  "formula": "C23H25N5",
  "method": "ωB97M-V with the def2-TZVPD basis set",
  "species": ["C", "C", "N", "C", "C", "N", "C", "C", "C", "N", "C", "C", "C", "N", "N", "C", "C", "C", "C", "C", "C", "C", "C", "C", "C", "C", "C", "C", "H", "H", "H", "H", "H", "H", "H", "H", "H", "H", "H", "H", "H", "H", "H", "H", "H", "H", "H", "H", "H", "H", "H", "H", "H"],
  "positions_angstrom": [[-3.252, 3.134, -2.918], [-2.743, 1.773, -2.447], [-1.317, 1.639, -2.699], [-0.877, 0.338, -3.142], [-0.690, -0.761, -2.068], [-1.881, -0.999, -1.302], [-2.042, -0.839, 0.026], [-3.346, -1.170, 0.314], [-3.896, -1.523, -0.924], [-2.999, -1.416, -1.886], [-0.520, 2.231, -1.635], [0.938, 2.217, -1.948], [1.570, 2.803, -3.059], [2.864, 2.556, -3.062], [3.090, 1.807, -1.988], [1.964, 1.576, -1.266], [1.954, 0.753, -0.066], [1.214, 1.125, 1.056], [1.156, 0.301, 2.163], [1.847, -0.909, 2.191], [1.773, -1.787, 3.367], [2.916, -2.413, 3.859], [2.845, -3.234, 4.968], [1.631, -3.451, 5.598], [0.487, -2.838, 5.114], [0.557, -2.010, 4.009], [2.612, -1.263, 1.081], [2.663, -0.449, -0.031], [-2.988, 3.283, -3.961], [-4.333, 3.178, -2.817], [-2.820, 3.943, -2.335], [-2.984, 1.641, -1.380], [-3.268, 0.993, -3.000], [0.089, 0.460, -3.642], [-1.598, -0.021, -3.877], [0.106, -0.491, -1.373], [-0.408, -1.685, -2.584], [-1.235, -0.519, 0.656], [-3.831, -1.161, 1.269], [-4.893, -1.846, -1.148], [-0.699, 1.725, -0.671], [-0.848, 3.270, -1.530], [1.120, 3.382, -3.839], [4.028, 1.521, -1.759], [0.699, 2.074, 1.064], [0.585, 0.608, 3.028], [3.868, -2.234, 3.381], [3.740, -3.707, 5.344], [1.576, -4.095, 6.463], [-0.463, -3.007, 5.598], [-0.342, -1.548, 3.625], [3.147, -2.201, 1.082], [3.234, -0.756, -0.896]],
  "total_energy_ha": -1165.2071,
  "homo_ev": -8.24,
  "smiles": "CCN(CCn1cccn1)Cc1cn[nH]c1-c1ccc(-c2ccccc2)cc1",
  "orbital_gap_ev": 8.6058
}

Taking the records one at a time from the top gives energy above the lowest of the compared OMol25 structures with the same formula, charge and spin values of 47.0, 62.1, 0.0, 23.4 kcal per mole.